Record 1
Here is a structure of composition C25H50Br4NbO7S in a non-equilibrium geometry from the Open Molecules 2025 dataset. Energies are from the ωB97M-V functional and the def2-TZVPD basis.

```
88
Properties=species:S:1:pos:R:3:lowdin_charge:R:1
C 0.477 2.952 3.359 -0.115
C 0.934 1.584 2.875 -0.271
C 1.649 1.655 1.517 -0.215
C 2.957 0.869 1.502 -0.216
C 3.548 0.674 0.096 -0.206
C 4.099 -0.736 -0.160 -0.198
C 3.559 -1.403 -1.436 -0.199
C 2.754 -2.688 -1.175 -0.209
C 1.294 -2.513 -1.562 -0.233
C 0.569 -1.607 -0.563 -0.333
C 0.278 -2.277 0.789 -0.356
Nb -1.630 -1.568 1.814 1.424
O -0.702 -0.754 3.380 -0.436
S -2.843 -2.350 -0.194 0.217
C -1.815 -3.652 2.802 -0.819
Br -3.336 -4.747 2.300 0.510
C -1.003 -4.184 3.713 -0.894
C 0.252 -3.530 4.200 -0.184
Br -1.271 -5.875 4.576 0.629
C -3.586 -0.549 2.613 -0.878
Br -4.349 -1.539 4.122 0.606
C -4.742 -0.067 1.742 -0.918
C -5.699 -1.161 1.253 -0.218
Br -4.115 1.028 0.262 0.623
H -0.141 2.879 4.249 0.061
H 1.347 3.563 3.585 0.064
H -0.112 3.456 2.599 0.067
H 1.629 1.178 3.606 0.101
H 0.095 0.900 2.798 0.037
H 1.860 2.691 1.257 0.106
H 1.005 1.222 0.756 0.084
H 2.763 -0.102 1.954 0.096
H 3.680 1.376 2.140 0.107
H 4.349 1.395 -0.040 0.100
H 2.773 0.913 -0.626 0.092
H 3.874 -1.369 0.692 0.091
H 5.183 -0.687 -0.220 0.096
H 4.381 -1.618 -2.114 0.096
H 2.919 -0.695 -1.954 0.095
H 2.794 -2.916 -0.114 0.094
H 3.197 -3.518 -1.719 0.098
H 0.796 -3.482 -1.587 0.100
H 1.240 -2.102 -2.571 0.099
H 1.205 -0.735 -0.398 0.073
H -0.339 -1.235 -1.023 0.041
H 1.098 -2.050 1.470 0.024
H 0.241 -3.354 0.632 0.042
H -1.194 -0.063 0.884 -0.052
H -1.233 -0.925 4.169 0.003
H -2.191 -3.474 -0.492 -0.248
H 0.925 -4.258 4.634 0.045
H 0.036 -2.803 4.979 0.072
H 0.759 -3.016 3.396 0.042
H -3.188 0.334 3.104 0.000
H -5.321 0.643 2.325 0.052
H -5.747 -1.156 0.171 0.034
H -5.345 -2.142 1.542 0.015
H -6.693 -0.981 1.640 0.067
C -2.054 -3.714 -6.060 -0.063
C -0.774 -3.624 -5.260 -0.203
O 0.194 -4.596 -5.699 0.043
C 0.870 -4.277 -6.792 -0.617
O 0.772 -3.261 -7.431 0.119
O 1.705 -5.283 -7.071 0.002
C 2.490 -5.086 -8.246 -0.048
H -2.448 -4.731 -6.031 0.081
H -2.800 -3.038 -5.643 0.082
H -1.884 -3.443 -7.101 0.074
H -0.959 -3.858 -4.214 0.123
H -0.341 -2.627 -5.307 0.123
H 3.012 -4.133 -8.209 0.094
H 1.860 -5.124 -9.135 0.096
H 3.206 -5.902 -8.267 0.090
C -0.851 7.998 -0.804 -0.065
C 0.444 8.090 -0.026 -0.212
O 0.239 8.641 1.286 0.034
C -0.234 7.779 2.185 -0.616
O -0.471 6.617 2.000 0.129
O -0.389 8.427 3.341 0.002
C -0.915 7.614 4.395 -0.036
H -1.342 8.971 -0.840 0.079
H -0.652 7.669 -1.823 0.080
H -1.532 7.287 -0.340 0.078
H 1.138 8.776 -0.509 0.120
H 0.927 7.118 0.058 0.124
H -0.328 6.707 4.515 0.094
H -1.952 7.354 4.191 0.099
H -0.855 8.219 5.295 0.090
```

As for the total energy: -333624.011 eV. The LUMO energy is 1.840 eV. The total charge is -1.

***

Record 2
Here is a cluster of 2 separate species, C25H50BrClF3NO5P in total in a non-equilibrium geometry from the Open Molecules 2025 dataset. Energies are from the ωB97M-V functional and the def2-TZVPD basis.

```
87
Properties=species:S:1:pos:R:3:lowdin_charge:R:1
C 9.425 -2.948 2.292 -0.120
C 10.082 -1.846 1.443 -0.260
C 9.345 -1.612 0.112 -0.221
C 8.593 -0.275 0.027 -0.213
C 7.121 -0.399 0.468 -0.207
C 6.224 -1.049 -0.608 -0.197
C 5.021 -0.202 -1.075 -0.203
C 5.267 1.306 -1.139 -0.214
C 4.285 2.009 -2.103 -0.213
C 3.519 3.164 -1.458 -0.217
C 2.410 2.670 -0.499 -0.213
C 1.010 2.671 -1.131 -0.208
C -0.062 2.617 -0.036 -0.221
C -1.454 3.041 -0.512 -0.215
C -2.090 2.038 -1.503 -0.200
C -3.122 1.158 -0.803 -0.212
C -4.062 0.412 -1.767 -0.201
C -5.565 0.553 -1.434 -0.120
C -6.278 -0.779 -1.251 -0.311
C -6.376 -1.635 -2.503 -0.101
O -5.097 -2.095 -2.918 0.023
C -4.928 -3.428 -2.927 -0.802
F -4.986 -3.935 -1.699 0.154
F -3.770 -3.707 -3.440 0.066
F -5.877 -4.055 -3.671 0.123
O -5.709 -1.530 -0.178 -0.111
C -6.532 -1.747 0.929 -0.421
C -6.648 -0.558 1.874 -0.234
O -5.397 0.091 2.028 -0.157
C -5.467 1.169 2.895 -0.713
Cl -5.288 2.742 2.019 0.635
C -4.350 1.067 3.928 -0.281
N -4.656 1.925 5.085 -0.008
P -5.766 -3.165 1.945 0.851
O -6.698 -4.469 1.554 -0.278
O -4.339 -3.481 1.273 -0.243
H 8.351 -2.762 2.362 0.060
H 9.558 -3.932 1.840 0.070
H 9.833 -2.957 3.304 0.064
H 11.111 -2.168 1.269 0.095
H 10.126 -0.944 2.057 0.098
H 8.711 -2.473 -0.111 0.109
H 10.109 -1.597 -0.672 0.100
H 8.604 0.056 -1.014 0.101
H 9.088 0.447 0.678 0.101
H 6.750 0.551 0.849 0.097
H 7.136 -1.078 1.328 0.093
H 5.827 -1.979 -0.196 0.104
H 6.849 -1.335 -1.458 0.105
H 4.793 -0.525 -2.095 0.107
H 4.144 -0.468 -0.483 0.113
H 6.294 1.507 -1.452 0.109
H 5.129 1.748 -0.149 0.101
H 4.842 2.408 -2.957 0.102
H 3.569 1.292 -2.514 0.109
H 3.051 3.760 -2.245 0.099
H 4.203 3.811 -0.901 0.102
H 2.428 3.263 0.420 0.100
H 2.663 1.648 -0.198 0.107
H 0.963 1.755 -1.725 0.115
H 0.867 3.549 -1.762 0.111
H 0.249 3.344 0.725 0.099
H -0.106 1.643 0.457 0.121
H -2.080 3.101 0.385 0.091
H -1.437 4.057 -0.918 0.101
H -1.315 1.451 -1.998 0.103
H -2.584 2.638 -2.274 0.104
H -2.618 0.436 -0.156 0.106
H -3.734 1.807 -0.174 0.054
H -3.759 -0.633 -1.748 -0.011
H -3.916 0.764 -2.791 0.111
H -5.714 1.126 -0.514 0.081
H -6.077 1.130 -2.212 0.114
H -7.318 -0.552 -0.967 0.144
H -7.101 -2.435 -2.335 0.134
H -6.783 -1.018 -3.310 0.137
H -7.542 -2.092 0.651 0.123
H -7.415 0.160 1.558 0.130
H -6.953 -0.971 2.847 0.098
H -6.440 1.234 3.385 0.103
H -4.257 0.016 4.217 0.118
H -3.434 1.403 3.445 0.110
H -3.861 1.872 5.713 0.064
H -5.420 1.486 5.590 0.064
H -7.612 -4.179 1.661 0.037
H -3.751 -2.726 1.422 0.070
Br -1.806 -2.359 -2.051 -0.416
```

As for the total energy: -138472.026 eV. The LUMO energy is 2.333 eV. The total charge is -1.

***

Record 3
Here is a cluster of 9 separate species, C25H50Cl16NO2 in total from the Open Molecules 2025 dataset. Energies are from the ωB97M-V functional and the def2-TZVPD basis.

```
94
Properties=species:S:1:pos:R:3:lowdin_charge:R:1
C 0.815 -0.854 -0.768 -0.118
C -0.527 -0.162 -0.969 -0.200
C -0.599 1.285 -0.585 -0.540
O -1.399 2.034 -1.101 0.076
O 0.205 1.638 0.404 -0.013
C 0.673 3.012 0.460 -0.144
C 2.100 3.076 1.087 -0.363
N 3.167 3.388 0.200 -0.132
C 3.322 2.457 -0.895 -0.504
C 4.718 1.826 -0.835 -0.091
C 3.169 3.198 -2.238 -0.239
C 2.979 2.301 -3.468 -0.112
H 1.631 -0.371 -1.304 0.040
H 1.085 -0.960 0.281 0.076
H 0.738 -1.870 -1.169 0.044
H -0.872 -0.308 -1.993 0.002
H -1.258 -0.685 -0.342 0.068
H 0.733 3.443 -0.535 0.101
H -0.007 3.573 1.104 0.104
H 2.251 2.118 1.650 0.097
H 2.084 3.889 1.824 0.055
H 2.607 1.615 -0.839 0.110
H 4.797 1.228 0.077 0.052
H 4.901 1.125 -1.665 0.049
H 5.488 2.597 -0.859 0.066
H 4.089 3.777 -2.368 0.099
H 2.369 3.931 -2.144 0.031
H 2.495 2.871 -4.269 0.056
H 2.332 1.445 -3.267 0.049
H 3.931 1.959 -3.876 0.056
Cl -0.478 -0.362 -4.240 0.645
C -0.544 -1.920 -5.101 -0.635
C 0.747 -2.685 -4.975 -0.682
Cl 2.082 -1.895 -5.859 0.527
H -0.786 -1.720 -6.142 0.065
H -1.356 -2.497 -4.659 0.074
H 0.634 -3.679 -5.405 -0.020
H 1.050 -2.783 -3.935 0.062
Cl 0.932 6.178 -2.689 0.570
C 0.872 7.669 -1.714 -0.667
C 1.860 7.639 -0.574 -0.668
Cl 1.424 6.453 0.669 0.604
H -0.146 7.796 -1.354 0.062
H 1.111 8.494 -2.384 0.063
H 1.892 8.616 -0.090 0.064
H 2.859 7.392 -0.930 0.070
Cl -3.934 -1.659 -1.410 0.565
C -5.136 -1.394 -0.121 -0.694
C -4.874 -0.106 0.618 -0.667
Cl -3.388 -0.190 1.598 0.600
H -5.113 -2.252 0.542 0.027
H -6.114 -1.351 -0.599 0.072
H -5.689 0.102 1.302 0.018
H -4.777 0.731 -0.070 0.076
Cl 3.034 -5.576 -4.571 0.588
C 2.600 -6.927 -5.648 -0.652
C 1.631 -6.495 -6.717 -0.645
Cl 0.034 -6.080 -6.042 0.572
H 2.189 -7.725 -5.035 0.068
H 3.520 -7.280 -6.111 0.073
H 1.480 -7.304 -7.429 0.071
H 1.999 -5.623 -7.252 0.072
Cl 2.173 -4.397 0.240 0.548
C 3.558 -4.783 -0.814 -0.672
C 4.612 -3.706 -0.794 -0.662
Cl 4.050 -2.207 -1.567 0.586
H 3.179 -4.934 -1.820 0.010
H 3.978 -5.720 -0.452 0.069
H 5.485 -4.046 -1.349 0.070
H 4.914 -3.466 0.223 0.068
Cl -7.738 0.568 4.991 0.530
C -6.597 -0.765 5.331 -0.683
C -5.703 -1.064 4.159 -0.635
Cl -6.611 -1.776 2.794 0.605
H -7.188 -1.628 5.628 -0.032
H -5.990 -0.453 6.180 0.078
H -4.945 -1.790 4.447 0.081
H -5.200 -0.173 3.792 0.039
Cl -7.959 -3.298 7.206 0.594
C -9.187 -2.981 8.460 -0.643
C -8.935 -1.681 9.178 -0.662
Cl -7.468 -1.746 10.188 0.539
H -9.188 -3.824 9.145 0.067
H -10.151 -2.938 7.956 0.074
H -9.771 -1.464 9.841 0.072
H -8.821 -0.858 8.477 0.066
Cl 5.522 4.887 3.481 0.482
C 4.770 3.448 2.711 -0.678
C 5.478 2.177 3.107 -0.661
Cl 7.119 2.059 2.406 0.498
H 4.761 3.595 1.626 0.034
H 3.738 3.409 3.052 0.049
H 4.909 1.333 2.721 0.062
H 5.574 2.076 4.186 0.056
```

As for the total energy: -232681.399 eV. For the relative energy (zero: lowest compared OMol25 entry of this formula, charge and spin), the calculation gives 0.0 kcal per mole. The LUMO energy is 1.597 eV. The total charge is -1.

***

Record 4
Here is a structure of composition C25H50ClNP2RuSSi2 in a non-equilibrium geometry from the Open Molecules 2025 dataset. Energies are from the ωB97M-V functional and the def2-TZVPD basis.

```
83
Properties=species:S:1:pos:R:3:mulliken_spin:R:1
Ru 0.258 0.083 -0.423 2.484
C -2.607 -0.018 1.262 0.020
C -1.896 1.185 1.325 0.281
C -1.366 1.457 -0.014 -0.016
Si -1.397 2.055 2.876 0.018
C -1.788 0.334 -0.855 -0.009
C -2.481 -0.611 -0.012 0.313
Si -2.899 -2.370 -0.418 0.022
H -3.185 -0.459 2.085 -0.008
H -1.140 2.443 -0.375 0.015
H -1.995 0.426 -1.942 0.039
Cl 2.823 0.087 -1.409 0.166
C -3.592 -3.265 1.082 0.002
C -4.110 -2.368 -1.864 0.013
C -2.047 1.176 4.396 0.003
C -2.008 3.830 2.900 0.014
H -5.082 -2.052 -1.459 0.002
H -4.206 -3.374 -2.289 0.002
H -3.810 -1.659 -2.645 -0.002
H -2.826 -3.310 1.869 0.000
H -3.885 -4.287 0.808 0.000
H -4.472 -2.723 1.460 0.000
H -3.090 3.777 3.063 0.001
H -1.825 4.344 1.956 -0.003
H -1.559 4.396 3.722 0.001
H -3.139 1.107 4.333 0.000
H -1.788 1.730 5.306 0.000
H -1.635 0.165 4.469 0.000
C -1.198 -3.149 -0.813 0.042
C 0.509 1.853 2.855 0.053
P -0.026 -2.081 -1.697 0.068
H -1.382 -4.093 -1.337 -0.003
H -0.747 -3.396 0.146 0.004
P 1.305 1.994 1.201 0.043
H 0.711 0.815 3.157 0.000
H 0.957 2.523 3.607 0.002
C 3.117 2.039 1.625 0.036
C 0.939 3.837 0.759 0.022
C -0.908 -1.796 -3.362 0.014
C 1.361 -3.283 -2.148 0.047
C 2.548 -3.219 -1.191 0.004
H 1.705 -2.916 -3.147 0.005
C 0.854 -4.736 -2.259 0.008
H 0.540 -5.151 -1.281 0.000
H 1.679 -5.369 -2.609 0.000
H 0.017 -4.872 -2.958 0.000
H 2.932 -2.171 -1.115 0.000
H 3.375 -3.803 -1.628 0.001
H 2.296 -3.594 -0.187 -0.001
H -1.823 -1.277 -3.022 -0.010
C -1.294 -3.040 -4.178 0.004
C -0.055 -0.927 -4.297 0.000
H -2.011 -3.718 -3.708 0.000
H -0.416 -3.601 -4.511 0.000
H -1.785 -2.658 -5.083 0.001
H -0.097 0.133 -4.029 -0.001
H -0.473 -0.996 -5.316 0.001
H 0.986 -1.285 -4.318 0.001
H -0.159 3.861 0.693 0.004
C 1.577 4.198 -0.592 0.000
C 1.391 4.903 1.780 0.002
H 0.920 4.838 2.757 -0.001
H 1.125 5.883 1.375 0.001
H 2.467 4.896 1.903 0.001
H 0.991 3.825 -1.436 0.003
H 2.593 3.789 -0.650 0.003
H 1.637 5.296 -0.698 0.001
C 3.788 0.655 1.514 0.007
C 3.464 2.496 3.051 0.008
H 3.580 2.669 0.863 0.001
H 3.102 1.806 3.858 0.000
H 3.089 3.491 3.318 0.001
H 4.562 2.513 3.156 0.000
H 3.382 -0.001 2.307 -0.004
H 4.883 0.779 1.631 0.000
H 3.604 0.231 0.507 0.003
C 0.611 1.324 -2.055 -0.123
H -0.075 2.038 -2.554 0.020
H 1.439 1.909 -1.597 0.005
H 0.806 0.500 -2.779 0.024
S 1.956 -3.065 2.658 0.131
C 1.434 -1.927 1.669 0.050
N 0.968 -1.068 0.961 0.167
```

As for the total energy: -88497.997 eV. As for the spin multiplicity: 5. For the relative energy (zero: lowest compared OMol25 entry of this formula, charge and spin), the calculation gives 0.0 kcal per mole. The LUMO energy (alpha / beta) is 0.340 / -1.609 eV. The total charge is 0.

***

Record 5
Here is a structure of composition C25H50FeNO3PSSi in a non-equilibrium geometry from the Open Molecules 2025 dataset. Energies are from the ωB97M-V functional and the def2-TZVPD basis.

```
83
Properties=species:S:1:pos:R:3:mulliken_spin:R:1
C -2.142 -0.183 -5.565 0.022
C -1.869 -1.292 -4.762 -0.004
C -1.083 -1.167 -3.601 0.035
C -0.650 0.099 -3.189 -0.058
C -0.830 1.183 -4.057 -0.032
C -1.591 1.055 -5.225 -0.018
C -0.700 -2.437 -2.897 0.055
C -0.010 -3.452 -3.855 0.000
N 1.166 -2.966 -4.510 0.001
Fe -0.261 0.561 -1.265 3.714
C -0.243 2.525 -3.707 0.002
P 0.808 2.264 -2.204 0.017
H -2.283 -2.270 -5.025 0.000
H -1.750 1.939 -5.844 0.000
H -2.754 -0.285 -6.462 0.002
H -1.025 3.261 -3.463 -0.002
H 0.398 2.943 -4.499 0.001
H -0.041 -2.246 -2.041 -0.002
H -1.595 -2.933 -2.488 0.005
H 0.290 -4.327 -3.243 -0.001
C 0.945 3.901 -1.475 0.021
C 2.401 1.816 -2.945 0.025
H -0.710 -3.788 -4.634 0.001
C 1.201 -2.738 -5.918 -0.001
C 2.260 -2.476 -3.720 0.005
H -1.285 1.705 -0.562 -0.023
H 0.872 -3.645 -6.460 0.000
H 0.524 -1.914 -6.216 0.001
H 2.231 -2.472 -6.206 0.000
H 2.425 -3.137 -2.849 0.000
H 3.158 -2.463 -4.356 0.000
H 2.086 -1.451 -3.332 0.004
H 2.678 2.552 -3.713 0.004
H 3.155 1.795 -2.152 0.001
H 2.341 0.823 -3.408 -0.010
H 1.161 4.645 -2.255 0.005
H -0.005 4.150 -0.983 -0.004
H 1.751 3.891 -0.729 0.003
H -0.554 1.881 -0.270 0.125
C 1.267 2.975 2.931 -0.003
C 1.869 1.578 3.070 0.000
C 3.363 1.625 2.766 -0.002
C 1.639 1.058 4.482 0.000
O 1.293 0.677 2.078 -0.029
Si -0.235 0.050 2.143 -0.018
S -0.707 -0.858 0.343 0.111
O -0.318 -1.020 3.404 0.001
C 0.233 -2.363 3.526 0.000
C 1.517 -2.498 2.717 0.008
C 0.508 -2.591 5.011 0.001
C -0.819 -3.353 3.035 0.004
O -1.271 1.274 2.545 0.005
C -2.703 1.263 2.825 0.012
C -3.471 0.972 1.543 0.005
C -3.061 0.234 3.891 0.000
C -3.041 2.657 3.341 0.000
H 1.815 3.670 3.584 0.000
H 0.213 2.981 3.237 0.002
H 1.349 3.334 1.898 0.001
H 3.858 2.328 3.447 0.000
H 3.816 0.633 2.903 0.000
H 3.548 1.949 1.735 0.001
H 0.573 1.049 4.748 0.001
H 2.058 0.049 4.597 0.000
H 2.149 1.724 5.195 0.000
H 2.269 -1.769 3.049 -0.001
H 1.926 -3.505 2.880 0.000
H 1.327 -2.368 1.642 -0.004
H -0.418 -2.501 5.596 0.000
H 0.912 -3.601 5.168 0.000
H 1.240 -1.867 5.393 0.000
H -1.731 -3.266 3.643 -0.001
H -1.073 -3.162 1.984 -0.001
H -0.433 -4.378 3.132 0.000
H -3.229 -0.020 1.139 0.002
H -4.547 1.011 1.764 0.001
H -3.243 1.723 0.778 0.005
H -2.485 0.411 4.808 0.000
H -4.129 0.334 4.143 0.000
H -2.905 -0.795 3.545 0.001
H -2.500 2.861 4.275 0.000
H -2.779 3.422 2.600 0.001
H -4.118 2.722 3.546 0.000
```

As for the total energy: -96761.007 eV. As for the spin multiplicity: 5. The LUMO energy (alpha / beta) is 0.478 / -0.124 eV. The total charge is 0.

***

- Which formula does entry 5 have?
  C25H50FeNO3PSSi